{
  "formula": "C6H18N2O",
  "method": "ωB97M-V/def2-TZVPD",
  "elements": ["N", "C", "C", "N", "C", "C", "C", "C", "H", "H", "H", "H", "H", "H", "H", "H", "H", "H", "H", "H", "H", "H", "H", "H", "H", "H", "O"],
  "xyz": [[1.169399, -1.652481, -0.983338], [0.932337, -0.706993, -2.082557], [1.421858, 0.714303, -1.716185], [1.031675, 1.272090, -0.367241], [-1.529375, 0.346590, 2.266063], [-0.231411, 0.783872, 1.603087], [-0.344494, 0.878059, 0.046795], [-1.448528, 1.809048, -0.408684], [0.911888, -1.325898, -0.059740], [2.125777, -1.948534, -0.816897], [-0.147670, -0.649561, -2.129881], [1.299342, -0.931477, -3.069209], [0.995656, 1.392471, -2.464002], [2.526685, 0.741713, -1.740471], [0.890820, 2.273478, -0.482196], [-1.275272, -0.165860, 3.205531], [-2.161044, 1.236103, 2.478000], [-2.143594, -0.324701, 1.671110], [0.153575, 1.747897, 1.939068], [0.472574, -0.050274, 1.749799], [-0.622289, -0.124351, -0.272853], [-1.724223, 1.483328, -1.438137], [-2.346256, 1.473347, 0.123206], [-1.302627, 2.888433, -0.457979], [-0.383864, -2.624962, 2.128997], [0.022747, -3.183494, 0.690725], [-0.669174, -2.787796, 1.224149]],
  "forces_ev_per_a": [[0.811, -1.336, -0.119], [-0.345, 1.533, 2.677], [0.100, 0.780, 0.038], [-1.068, -1.074, -1.119], [-0.278, 1.040, 0.803], [-0.546, -1.004, -1.463], [0.865, 0.487, 1.876], [-1.071, -1.547, -1.542], [-0.485, 0.530, -0.432], [0.176, 0.209, -0.752], [-0.327, -0.053, -0.502], [0.409, -0.729, -0.048], [0.405, -0.050, -0.395], [-0.441, 0.070, -0.221], [0.787, -0.057, -0.128], [-0.407, 0.251, -0.095], [0.250, -0.602, 0.149], [0.220, -0.202, -0.223], [0.106, -0.278, 0.423], [0.311, 0.706, 0.189], [0.119, 0.057, -0.155], [0.313, 0.517, 0.231], [-0.016, 0.802, 0.235], [0.171, -0.093, 0.583], [0.339, -0.281, -0.264], [0.312, 0.010, 0.166], [-0.709, 0.314, 0.090]],
  "mulliken_charge": [-0.498, -0.787, -0.411, -0.362, -1.409, -0.292, 0.060, -1.531, 0.295, 0.233, 0.317, 0.380, 0.302, 0.372, 0.347, 0.369, 0.362, 0.356, 0.334, 0.180, 0.295, 0.362, 0.422, 0.325, 0.311, 0.306, -0.640],
  "largest_force_ev_per_a": 3.1,
  "smiles": "CC[C@@H](C)NCCN.O",
  "e_homo_ev": -8.82,
  "gap_ev": 9.72,
  "total_energy_ha": -424.109984,
  "total_charge": 0,
  "relative_energy_kj_mol": 104.7
}